(1)
C5H11N2O2 | ωB97M-V/def2-TZVPD

Structure (XYZ):
```
20
Properties=species:S:1:pos:R:3:forces:R:3:lowdin_charge:R:1
C -0.193719 0.104641 -0.995952 -0.376 0.422 0.681 -0.367
C 0.129259 -1.884286 0.911216 0.566 -0.739 0.174 -0.397
C -1.629821 -0.178461 -1.335312 0.222 -0.042 -0.227 0.017
C 1.605859 1.050144 0.538922 -0.238 -0.218 0.041 -0.004
C 0.208213 0.673546 0.154444 0.331 0.874 -0.864 -0.294
N 1.018631 -2.234736 0.213106 0.491 -0.045 -0.373 0.265
N -0.820136 1.133596 1.112848 -0.052 -0.214 -0.074 0.230
O 0.639752 -0.325548 -1.941177 0.201 0.039 -0.301 0.102
O -0.668220 -1.421801 1.619895 -0.982 0.001 0.850 0.137
H -2.152894 0.727323 -1.637632 -0.070 0.089 -0.014 0.104
H -2.163920 -0.659337 -0.518418 -0.054 -0.039 0.065 0.089
H -1.638656 -0.855040 -2.185500 -0.095 -0.027 -0.010 0.106
H 2.243170 1.148870 -0.337170 0.043 0.031 -0.016 0.093
H 2.060210 0.318936 1.205582 0.110 -0.045 0.100 0.093
H 1.612302 2.016216 1.040474 0.105 0.121 0.030 0.091
H 1.572490 -0.201421 -1.718157 -0.118 0.023 0.079 0.120
H 1.388731 -3.083695 -0.152453 -0.003 -0.369 -0.036 0.118
H -1.749315 1.053330 0.680049 0.187 0.145 0.297 0.158
H -0.652868 2.106641 1.402527 -0.151 -0.288 -0.129 0.182
H -0.809068 0.511082 1.942708 -0.116 0.282 -0.274 0.157
```
Forces are in eV/Å.

Computed properties:
highest occupied orbital energy = -13.251 eV
HOMO-LUMO gap = 10.1 eV
charge = +1

***

(2)
C2H4N2OS2 | ωB97M-V/def2-TZVPD

Structure (XYZ):
```
11
Properties=species:S:1:pos:R:3:forces:R:3:lowdin_charge:R:1
C -0.456238 1.472766 -0.334832 -0.883 2.939 0.842 -0.354
C 0.156419 -0.748348 -0.490795 1.723 0.021 -0.432 -0.556
N -0.706947 0.363978 -0.760107 0.124 -3.683 -1.031 -0.015
N -0.478849 -1.973748 -0.346610 -1.634 -1.104 1.769 0.013
O 0.482834 2.780993 1.808796 0.191 -1.269 -0.651 -0.592
S 1.267471 -0.139806 1.253686 -0.864 -0.351 -0.911 0.456
S 0.991492 1.839108 0.756020 -0.118 1.796 0.249 0.534
H -1.218307 2.267066 -0.610840 1.484 -0.306 0.598 0.128
H 1.054125 -0.834448 -1.276680 -2.193 0.213 1.751 0.161
H 0.088067 -2.794999 -0.444491 0.531 0.086 -0.330 0.074
H -1.180066 -2.232562 0.445854 1.639 1.657 -1.854 0.150
```
Forces are in eV/Å.

Computed properties:
highest occupied orbital energy = -8.783 eV
HOMO-LUMO gap = 8.8 eV

***

(3)
C4H11NO2 | ωB97M-V/def2-TZVPD

Structure (XYZ):
```
18
Properties=species:S:1:pos:R:3:forces:R:3:mulliken_spin:R:1
C -1.994593 -0.092756 1.594066 0.538 -1.444 0.898 0.420
N -0.604670 -0.576496 1.250347 0.333 -0.505 -2.068 -0.091
C 0.121569 0.485629 0.438716 -0.140 0.936 2.600 0.018
C 1.650316 0.527518 0.523493 -0.653 -1.166 0.709 0.215
C 2.303130 1.773270 0.032536 -0.293 -1.143 0.313 0.152
O 1.735362 2.649736 -0.561989 0.696 0.389 0.092 -0.172
H -2.523370 0.329074 0.734357 -0.011 0.081 0.074 0.045
H -2.546744 -1.038623 1.926220 0.490 1.438 -0.317 -0.226
H -1.990848 0.668412 2.464786 0.226 -1.195 -1.410 -0.004
H -0.636265 -1.503843 0.669396 -0.324 2.246 1.236 -0.208
H -0.209461 0.727317 -0.581631 -0.224 -0.390 0.372 0.222
H -0.009624 1.339184 1.114743 -1.106 0.527 -0.611 0.051
H 1.985006 -0.219785 -0.152935 1.046 -1.051 -0.730 0.000
H 2.051026 0.246913 1.534117 -0.424 0.266 -0.790 -0.067
H 3.404515 1.653921 0.243704 -0.200 1.001 -0.443 0.035
H -1.169676 -2.466502 -2.944667 0.887 0.235 -1.385 -0.309
H -1.050086 -2.045829 -4.555948 1.340 -1.180 2.770 -0.357
O -0.515579 -2.457133 -3.729304 -2.182 0.954 -1.310 1.276
```
Forces are in eV/Å.

Computed properties:
highest occupied orbital energy (spin up / spin down) = 0.895 / -5.928 eV
HOMO-LUMO gap (spin up / spin down) = 2.6 / 9.3 eV
spin multiplicity = 2
charge = -1

***

(4)
CH2N2O3S | ωB97M-V/def2-TZVPD

Structure (XYZ):
```
9
Properties=species:S:1:pos:R:3:forces:R:3:lowdin_charge:R:1
C 0.574289 -1.437383 -0.206357 -4.886 -0.826 0.113 -0.385
N 0.269311 -0.158038 0.161032 2.354 3.283 0.456 0.066
N -0.977765 0.315938 0.115072 -1.680 -1.141 -0.472 -0.455
O 1.613576 -1.957872 -0.311690 2.493 -0.499 -0.198 0.101
O -1.913736 -0.455724 0.021472 -0.004 0.191 0.110 0.070
O -1.167437 1.550528 0.167346 1.133 -0.445 0.188 -0.030
S 1.719679 2.197169 0.148673 -0.334 -1.661 -0.010 0.700
H -0.460460 -1.958492 -0.315507 1.478 0.098 -0.189 0.162
H 0.342540 1.903875 0.219956 -0.554 1.000 0.001 -0.228
```
Forces are in eV/Å.

Computed properties:
highest occupied orbital energy (spin up / spin down) = -10.328 / -10.371 eV
HOMO-LUMO gap (spin up / spin down) = 5.9 / 5.9 eV

***

(5)
C38H27BaF2N5O2Se2 | ωB97M-V/def2-TZVPD

Structure (XYZ):
```
77
Properties=species:S:1:pos:R:3:forces:R:3:lowdin_charge:R:1
Ba 1.950456 0.099019 -0.728592 2.686 1.037 -0.373 1.789
C 1.275556 -1.818381 2.603308 -0.134 -0.284 -0.078 -0.070
O 1.852356 -0.532481 2.440008 0.002 0.497 -0.353 -0.186
C 1.054756 0.468819 3.010808 -0.230 0.214 -0.047 -0.227
C 0.904056 0.517219 4.386708 0.114 -0.033 0.006 -0.040
C 0.053556 1.431119 4.985608 0.038 -0.131 0.171 -0.108
C -0.678944 2.293319 4.185808 -0.060 0.000 0.064 -0.095
C -0.517144 2.273419 2.821908 0.063 -0.141 0.170 -0.015
C 0.382556 1.395919 2.190408 -0.357 0.579 0.500 -0.235
N 0.624856 1.502419 0.855208 2.028 -1.136 0.609 -0.216
N -0.467044 1.780619 0.079308 -0.793 -0.418 -0.722 -0.122
C -1.466944 0.770719 0.039108 0.037 -0.599 0.157 -0.119
C -1.088044 -0.569781 -0.167292 -1.793 0.715 0.556 -0.397
O 0.088556 -0.914781 -0.563292 -1.213 -1.664 0.126 -0.558
C -2.071244 -1.570781 0.082308 0.098 0.023 0.000 -0.008
C -3.328744 -1.263181 0.492508 0.063 -0.177 -0.062 -0.034
C -3.731744 0.079519 0.656108 0.220 0.196 -0.114 -0.172
C -5.029344 0.403719 1.091308 -0.177 0.152 0.027 -0.043
C -5.400144 1.703919 1.293808 -0.162 -0.249 0.074 -0.095
C -4.486544 2.733019 1.027608 0.137 0.117 -0.106 -0.081
C -3.224044 2.451019 0.582508 0.040 0.184 0.062 -0.032
C -2.787344 1.115719 0.416208 -0.326 -0.396 0.198 -0.101
H 1.190256 -2.079881 3.662908 -0.001 -0.006 -0.080 0.091
H 1.931056 -2.536281 2.108208 -0.001 0.041 0.018 0.081
H 0.285056 -1.861081 2.139308 0.011 0.033 0.043 0.093
H 1.459456 -0.183781 4.994908 0.050 -0.088 0.054 0.111
H -0.050344 1.451119 6.059508 0.005 -0.008 0.102 0.093
H -1.370744 2.996219 4.623708 -0.081 0.078 0.114 0.099
H -1.077444 2.960519 2.209608 -0.041 0.096 -0.150 0.099
H -1.757844 -2.597081 -0.055092 -0.015 -0.108 -0.013 0.107
H -4.035144 -2.054781 0.707708 -0.082 -0.020 -0.013 0.110
H -5.727844 -0.404081 1.265408 -0.057 -0.045 0.065 0.108
H -6.386044 1.942119 1.664808 -0.102 0.005 -0.026 0.097
H -4.792144 3.759619 1.176508 0.038 0.074 -0.033 0.101
H -2.548944 3.264819 0.358508 0.069 0.035 0.053 0.108
F 1.236556 6.041519 -1.019992 -0.166 -0.067 -0.051 0.060
C 0.484356 4.970819 -1.353392 -0.208 -0.310 -0.132 -0.276
C 0.446956 3.899119 -0.492292 0.054 0.113 0.150 0.052
C -0.338144 2.776619 -0.821792 0.096 1.094 -0.763 -0.207
C -0.959644 2.725519 -2.093292 -0.132 0.063 0.222 -0.053
C -0.920744 3.852219 -2.890692 0.148 0.225 0.341 -0.218
F -1.550344 3.831919 -4.084992 0.086 -0.066 0.133 0.078
C -0.230844 5.001719 -2.540992 0.100 0.028 -0.117 0.048
C -1.496744 1.442219 -2.589792 -0.256 0.026 -0.405 -0.241
C -2.861544 1.207519 -2.739592 0.064 -0.177 -0.122 0.001
C -3.270344 -0.049981 -3.138592 -0.006 0.104 0.017 -0.044
C -2.311144 -1.013281 -3.415292 0.092 0.052 -0.030 -0.053
C -0.979044 -0.656081 -3.321392 -0.198 -0.234 -0.076 -0.147
N -0.573744 0.534719 -2.909592 0.426 0.321 0.045 0.107
H 0.952256 3.936919 0.462908 0.023 -0.004 -0.053 0.121
H -0.217044 5.857319 -3.189792 0.040 0.170 -0.139 0.121
H -3.575844 1.980519 -2.498192 -0.004 0.052 0.048 0.127
H -4.322844 -0.279081 -3.221692 -0.073 -0.033 0.008 0.111
H -2.588844 -2.016881 -3.692592 -0.032 -0.117 -0.118 0.100
H -0.190444 -1.353881 -3.567892 0.010 -0.213 -0.014 0.097
Se 4.680756 -2.690281 -2.366392 0.004 0.238 -0.559 0.645
Se 4.922856 -3.916481 -0.467192 0.323 -0.492 0.350 0.688
C 4.841556 -2.569381 0.898108 -0.114 0.096 -0.148 -0.675
C 4.710056 -2.967481 2.225508 -0.045 -0.042 -0.276 -0.114
C 4.741756 -1.984381 3.194508 0.090 0.196 -0.111 -0.058
C 4.908056 -0.660481 2.806808 0.062 -0.046 0.022 -0.053
C 5.001056 -0.376381 1.456508 0.066 0.042 0.414 -0.165
N 4.970256 -1.313181 0.516208 -0.177 0.075 -0.241 -0.013
C 2.908656 -3.328981 -2.824592 0.154 -0.078 0.196 -0.691
C 2.557256 -3.626981 -4.133492 0.103 0.124 0.042 -0.097
C 1.293756 -4.151081 -4.348892 -0.095 0.077 0.143 -0.064
C 0.448156 -4.345481 -3.265292 0.053 -0.093 -0.080 -0.058
C 0.907756 -4.007081 -2.000192 -0.385 -0.103 -0.148 -0.134
N 2.112656 -3.507081 -1.788792 -0.002 0.324 0.157 -0.004
H 4.553356 -4.011581 2.457208 0.050 -0.028 0.129 0.106
H 4.625156 -2.235181 4.237008 0.005 -0.058 0.122 0.116
H 4.950456 0.132319 3.535708 -0.064 0.087 0.056 0.112
H 5.115556 0.640619 1.103108 0.011 0.123 0.057 0.111
H 3.251656 -3.465881 -4.944992 0.043 -0.041 -0.031 0.104
H 0.978356 -4.413481 -5.347692 -0.037 -0.010 -0.081 0.111
H -0.536844 -4.766381 -3.404692 -0.048 0.008 0.058 0.106
H 0.296156 -4.132781 -1.116892 -0.137 -0.001 -0.013 0.111
```
Forces are in eV/Å.

Computed properties:
highest occupied orbital energy = -6.129 eV
HOMO-LUMO gap = 5.8 eV